[1]
{"formula": "C14H18InO20S4", "method": "wB97M-V/def2-TZVPD", "charge": 1, "energy_ev": -104233.736, "gap_ev": 3.12, "fmax_ev_per_a": 12.7, "species": ["H", "H", "C", "O", "O", "C", "C", "C", "O", "C", "C", "O", "O", "O", "O", "H", "H", "C", "O", "C", "S", "O", "O", "O", "S", "C", "H", "H", "S", "C", "O", "C", "O", "H", "In", "O", "H", "H", "O", "H", "O", "O", "H", "C", "H", "H", "H", "O", "H", "O", "O", "C", "C", "S", "H", "H", "H"], "xyz": [[2.728, 1.090, 1.254], [0.054, 0.734, -1.027], [-1.437, -0.051, -2.427], [5.066, 3.849, 1.691], [3.064, -1.516, -2.319], [2.015, 2.715, 2.184], [-0.472, 1.683, 1.560], [-1.083, -0.979, 0.522], [-0.347, -2.685, -3.819], [2.876, 2.462, 3.429], [-3.593, -1.484, -0.700], [-1.253, -2.011, -0.137], [0.478, -1.183, -1.868], [2.217, -0.063, -0.408], [3.948, 1.833, 2.825], [-2.111, 0.675, -1.973], [4.302, -1.038, 1.922], [0.047, -0.782, 1.491], [-6.961, -2.178, -0.837], [-3.507, -2.134, -2.091], [4.411, 2.547, 1.366], [-0.243, 2.816, 1.747], [5.044, 1.656, 0.402], [-0.668, -3.497, -1.386], [2.377, -1.591, -1.002], [0.037, 0.141, -1.942], [-3.691, -2.259, 0.061], [2.601, -1.493, 1.762], [-0.550, -2.405, -2.401], [3.445, -1.032, 1.248], [-4.893, -2.352, -2.455], [3.122, 0.302, 0.612], [-2.478, 2.307, 0.458], [3.215, 3.386, 3.895], [-1.844, 3.735, 1.335], [-1.811, -1.425, -2.243], [4.042, 0.642, 0.137], [-1.457, 0.251, -3.474], [-6.616, -0.433, -2.558], [-2.774, -0.827, -0.407], [-4.855, -0.751, -0.738], [2.767, 2.733, 1.030], [1.541, 3.695, 2.227], [0.318, 0.509, 1.949], [-2.910, -3.034, -1.946], [0.603, 0.608, -2.748], [1.152, 0.649, 2.621], [3.569, -1.889, 0.116], [-3.098, -1.444, -2.828], [1.275, -2.481, -0.785], [0.987, -1.624, 1.670], [-1.795, 1.290, 0.794], [-1.870, -0.015, 0.134], [-6.001, -1.409, -1.627], [2.398, 1.898, 4.230], [-2.644, -0.071, -0.618], [1.262, 1.932, 2.092]], "mulliken_charge": [-0.97, -0.24, -0.63, -0.60, -0.73, 1.15, 0.81, 1.69, -0.72, -0.41, 0.40, -0.51, -0.63, -0.37, -0.29, 0.42, 0.42, 0.15, -0.54, -0.06, 1.17, -0.76, -0.47, -0.46, 1.53, 0.19, 0.35, 0.32, 1.33, -0.22, -0.48, -0.15, -0.71, 0.33, 0.62, -0.31, 1.17, 0.42, -0.55, -0.25, -0.37, -0.23, 0.32, -1.31, 0.19, 0.66, 0.86, -0.55, 0.49, -0.46, -0.61, -0.51, -0.48, 1.06, 0.42, 1.14, -1.05]}

---

[2]
{"formula": "C4H5N3O2", "method": "wB97M-V/def2-TZVPD", "energy_ev": -12786.701, "gap_ev": 9.59, "fmax_ev_per_a": 5.5, "species": ["H", "N", "O", "H", "C", "C", "N", "N", "H", "C", "C", "O", "H", "H"], "xyz": [[0.051, 2.067, 1.606], [0.261, -2.569, 0.053], [0.883, -0.289, 0.300], [1.899, -1.703, 1.535], [-0.630, 1.309, -0.346], [-0.938, -1.015, -0.879], [-0.529, -0.012, 0.116], [-0.704, -2.216, -0.924], [-1.911, 1.422, 0.234], [1.044, -1.709, 0.596], [0.159, 2.358, 0.596], [0.523, 3.447, 0.358], [-1.492, -0.574, -1.549], [-0.801, 1.448, -1.601]], "nbo_charge": [0.12, -0.34, -0.43, 0.24, -0.33, 0.26, -0.23, -0.23, 0.23, 0.35, 0.45, -0.48, 0.16, 0.22]}

---

[3]
{"formula": "C3H6ClNO2S", "method": "wB97M-V/def2-TZVPD", "energy_ev": -32147.424, "gap_ev": 9.95, "fmax_ev_per_a": 4.4, "species": ["Cl", "C", "S", "O", "H", "C", "O", "H", "H", "H", "H", "N", "H", "C"], "xyz": [[-2.001, -2.301, -0.036], [1.646, 1.359, -0.266], [-0.330, -0.332, -1.154], [-1.124, 0.862, -1.271], [0.966, 2.225, -0.212], [1.323, 0.139, -0.689], [-0.317, -1.304, -2.299], [-1.618, 0.614, 1.069], [0.088, -0.119, 1.856], [-1.554, -0.715, 2.008], [2.603, 1.754, -0.083], [-0.690, -1.185, 0.269], [1.917, -0.705, -0.574], [-0.909, -0.292, 1.381]], "nbo_charge": [0.14, -0.29, 2.22, -0.92, 0.22, -0.49, -0.89, 0.22, 0.23, 0.22, 0.21, -0.65, 0.23, -0.46]}

---

[4]
{"formula": "C3H4O4", "method": "wB97M-V/def2-TZVPD", "energy_ev": -11362.862, "gap_ev": 10.10, "fmax_ev_per_a": 2.1, "species": ["O", "C", "H", "O", "H", "C", "O", "C", "H", "O", "H"], "xyz": [[1.625, -1.330, 0.582], [-1.194, -0.368, 0.184], [1.546, -0.925, -1.446], [0.992, 0.877, -0.196], [-0.988, -0.728, 1.207], [1.230, -0.777, -0.412], [-1.127, 2.236, 0.093], [-0.765, 1.143, 0.175], [-2.274, -0.305, -0.018], [-0.497, -1.001, -0.774], [1.452, 1.180, 0.605]], "nbo_charge": [-0.63, -0.15, 0.16, -0.75, 0.20, 0.67, -0.42, 0.85, 0.22, -0.65, 0.50]}

---

[5]
{"formula": "C5H7N3O", "method": "wB97M-V/def2-TZVPD", "energy_ev": -11813.143, "gap_ev": 8.50, "fmax_ev_per_a": 2.2, "species": ["N", "H", "H", "C", "C", "N", "H", "C", "C", "C", "N", "H", "O", "H", "H", "H"], "xyz": [[-0.065, -0.692, -1.018], [-2.526, -1.493, 0.847], [-0.974, -2.333, 0.854], [-0.703, 1.691, -0.100], [0.596, 1.621, 0.207], [1.003, -1.480, -0.548], [2.733, -1.062, 0.548], [-1.440, -1.332, 0.949], [-1.040, -0.541, -0.262], [1.787, -0.702, 0.116], [1.581, 0.642, 0.404], [-1.160, 2.660, -0.190], [-1.640, 0.717, -0.321], [-1.181, -0.936, 1.968], [2.370, 1.077, 0.885], [1.010, 2.632, 0.333]], "nbo_charge": [-0.32, 0.24, 0.24, 0.09, -0.12, -0.33, 0.19, -0.72, 0.55, 0.24, -0.63, 0.20, -0.50, 0.24, 0.40, 0.21]}

---

[6]
{"formula": "C3H6N2", "method": "wB97M-V/def2-TZVPD", "energy_ev": -6183.854, "gap_ev": [9.22, 9.22], "fmax_ev_per_a": 10.4, "species": ["N", "H", "H", "H", "H", "C", "H", "N", "H", "C", "C"], "xyz": [[-0.373, -1.187, 0.188], [-1.102, 0.573, -0.813], [-1.751, -2.572, 0.073], [0.176, 2.101, 0.686], [1.767, -0.471, -0.413], [0.386, 1.054, 0.690], [1.192, 1.095, -1.250], [-1.725, -1.681, -0.246], [0.669, 0.604, 1.618], [1.124, 0.388, -0.370], [-0.364, 0.098, -0.163]], "nbo_charge": [-0.12, 0.22, 0.30, 0.24, 0.25, -0.40, 0.21, -0.42, 0.22, -0.38, -0.13]}